{"formula": "C32H44BrMnN3P2", "method": "the ωB97M-V functional and the def2-TZVPD basis", "total_energy_ha": -5816.9362, "s2": 8.931, "orbital_gap_ev": [7.06, 5.60], "multiplicity": 6, "charge": 2, "e_above_lowest_kcal_mol": 94.1, "symbols": ["C", "C", "C", "C", "N", "C", "C", "C", "C", "C", "C", "C", "C", "C", "Mn", "P", "H", "H", "H", "H", "H", "H", "H", "H", "C", "C", "H", "H", "H", "H", "H", "C", "C", "H", "H", "H", "H", "H", "C", "C", "H", "H", "H", "H", "H", "Br", "P", "C", "C", "H", "H", "H", "H", "H", "C", "C", "H", "H", "H", "H", "H", "C", "C", "H", "H", "H", "H", "H", "N", "C", "N", "C", "C", "C", "C", "C", "C", "H", "H", "H", "H", "H", "H"], "xyz": [[1.0666, -5.1687, -0.8228], [1.7832, -4.4048, -1.7645], [2.3886, -5.1316, -2.8485], [2.2183, -6.5461, -2.9285], [1.5265, -7.2226, -1.9945], [0.9525, -6.5683, -0.9875], [1.7468, -2.9571, -1.5181], [0.8996, -2.1916, -0.8241], [-0.2047, -1.3636, -0.5352], [-1.1633, -1.4244, 0.5428], [-2.1490, -0.4773, 0.6530], [-1.8530, 0.9124, 0.1776], [-0.9096, 0.9153, -0.9511], [-0.2737, -0.2092, -1.3743], [2.5922, -1.3630, -0.8211], [-3.2521, 1.8989, -0.6533], [3.0009, -4.6482, -3.6279], [0.5984, -4.6741, 0.0391], [2.6628, -7.1711, -3.7522], [0.3904, -7.1645, -0.2515], [0.2298, -0.2174, -2.3810], [-1.0473, -2.2175, 1.3119], [-0.7495, 1.8658, -1.4878], [-3.0336, -0.6073, 1.2660], [-3.1285, 3.5879, -0.0033], [-3.5553, 4.7496, -0.8789], [-2.0792, 3.6823, 0.3085], [-3.7054, 3.5551, 0.9291], [-3.5735, 5.6601, -0.2808], [-2.8795, 4.9030, -1.7232], [-4.5578, 4.5897, -1.2706], [-3.0790, 1.9953, -2.4936], [-3.0033, 0.6283, -3.1924], [-2.2121, 2.6408, -2.7107], [-3.9606, 2.5666, -2.8589], [-2.7129, 0.7912, -4.2455], [-2.2632, -0.0531, -2.7557], [-3.9730, 0.1027, -3.1663], [-4.8247, 1.1082, -0.4243], [-5.9186, 1.9159, -1.1056], [-4.9428, 1.0119, 0.6569], [-4.7422, 0.0927, -0.8376], [-6.8581, 1.3635, -1.0811], [-6.0783, 2.8819, -0.6216], [-5.6901, 2.1113, -2.1572], [-1.1015, 1.8023, 1.7815], [3.3791, 0.6717, -1.2781], [2.0259, 1.7969, -1.8154], [2.5053, 3.2578, -1.9367], [1.2827, 1.6414, -1.0144], [1.5598, 1.4144, -2.7429], [1.7325, 3.9222, -2.3403], [2.8407, 3.6843, -0.9838], [3.3574, 3.3119, -2.6286], [3.2764, 0.8844, 0.5327], [4.2664, 1.9942, 0.9614], [3.5245, -0.1296, 0.9201], [2.2241, 1.1094, 0.7898], [4.0942, 2.3125, 1.9979], [5.2971, 1.6155, 0.8941], [4.2135, 2.9075, 0.3484], [4.0055, -0.7491, -2.1825], [4.9859, -0.7799, -3.3670], [3.0113, -1.0818, -2.6272], [4.4064, -1.4321, -1.3623], [5.2471, -1.8236, -3.5713], [4.5207, -0.3381, -4.2619], [5.9330, -0.2719, -3.1539], [1.7390, -1.5099, 5.1103], [1.4623, -1.7594, 3.7918], [0.2184, -1.4295, 3.5013], [-0.3794, -0.9584, 4.6568], [-1.6027, -0.3127, 4.8697], [-1.8013, 0.3569, 6.0902], [-0.8216, 0.3277, 7.1023], [0.3976, -0.3608, 6.9135], [0.5888, -0.9953, 5.7010], [2.6264, -1.6716, 5.5804], [2.2111, -2.1718, 3.1179], [-2.3435, -0.3368, 4.0674], [-2.7332, 0.9063, 6.2597], [-1.0122, 0.8483, 8.0472], [1.1797, -0.4020, 7.6771]]}

---

{"formula": "C32H44BrN3P2Zr", "method": "the ωB97M-V functional and the def2-TZVPD basis", "total_energy_ha": -4712.0847, "orbital_gap_ev": [4.09, 4.09], "charge": 4, "e_above_lowest_kcal_mol": 14.6, "symbols": ["C", "C", "C", "C", "N", "C", "C", "C", "C", "C", "C", "C", "C", "C", "Zr", "P", "H", "H", "H", "H", "H", "H", "H", "H", "C", "C", "H", "H", "H", "H", "H", "C", "C", "H", "H", "H", "H", "H", "C", "C", "H", "H", "H", "H", "H", "Br", "P", "C", "C", "H", "H", "H", "H", "H", "C", "C", "H", "H", "H", "H", "H", "C", "C", "H", "H", "H", "H", "H", "N", "C", "N", "C", "C", "C", "C", "C", "C", "H", "H", "H", "H", "H", "H"], "xyz": [[3.1320, 4.4626, -0.7800], [1.9793, 3.8264, -1.3019], [1.9988, 3.5524, -2.7005], [2.9249, 4.2449, -3.5081], [3.8731, 5.0343, -2.9988], [3.9933, 5.1298, -1.6699], [0.8923, 3.4932, -0.4319], [-0.1066, 3.2333, 0.2433], [-1.2876, 2.6369, 0.8200], [-1.3409, 1.3573, 1.5382], [-2.6270, 0.6391, 1.7260], [-3.6709, 1.1620, 0.9696], [-3.7219, 2.5352, 0.7236], [-2.5208, 3.2530, 0.6467], [-1.2112, -0.7895, 0.8123], [1.4135, -0.2256, 0.0097], [1.2947, 2.8605, -3.1789], [3.3240, 4.5083, 0.2978], [2.8565, 4.1866, -4.6028], [4.7667, 5.8020, -1.2842], [-2.6106, 4.3127, 0.4227], [-0.8131, 1.3990, 2.4785], [-4.7152, 2.9493, 0.6476], [-2.6168, -0.4982, 2.0086], [2.1371, -1.9261, 0.2161], [3.3456, -2.3072, -0.6464], [1.3209, -2.6379, 0.0038], [2.3898, -2.0417, 1.2829], [3.6062, -3.3624, -0.4825], [3.1486, -2.1991, -1.7192], [4.2483, -1.7332, -0.4043], [1.7989, 0.1036, -1.7910], [3.2301, 0.4432, -2.2515], [1.1345, 0.9454, -2.0416], [1.4302, -0.7827, -2.3329], [3.2460, 0.4327, -3.3532], [3.5381, 1.4554, -1.9439], [3.9993, -0.2732, -1.9281], [2.7075, 0.8747, 0.7848], [4.1800, 0.4261, 0.8502], [2.3585, 1.0643, 1.8127], [2.6317, 1.8353, 0.2529], [4.7551, 1.1627, 1.4308], [4.3086, -0.5410, 1.3520], [4.6746, 0.3774, -0.1297], [-5.1467, -0.1545, 0.7972], [-1.9180, -1.7597, -1.6591], [-0.8338, -2.5640, -2.8420], [-1.2867, -3.9517, -3.3199], [0.1559, -2.6274, -2.3580], [-0.7258, -1.8833, -3.6980], [-0.4868, -4.3944, -3.9284], [-1.4848, -4.6417, -2.4900], [-2.1877, -3.8967, -3.9510], [-2.8590, -3.0539, -0.7580], [-4.2915, -3.2379, -1.2767], [-2.9060, -2.8467, 0.3396], [-2.3106, -4.0038, -0.8529], [-4.8676, -3.8659, -0.5814], [-4.8271, -2.2869, -1.3648], [-4.3073, -3.7355, -2.2565], [-2.9950, -0.5992, -2.5420], [-3.3001, -1.0207, -3.9841], [-2.4566, 0.3654, -2.5618], [-3.9239, -0.4135, -1.9772], [-3.8760, -0.2324, -4.4894], [-2.3869, -1.1729, -4.5732], [-3.8908, -1.9469, -4.0371], [-0.3072, -2.3103, 4.2758], [-0.5252, -2.0287, 2.9942], [-0.4208, -0.6874, 2.8286], [-0.1502, -0.0779, 4.0802], [-0.2549, 1.2526, 4.5254], [-0.5433, 1.4759, 5.8619], [-0.5620, 0.4317, 6.7800], [-0.3328, -0.8899, 6.3593], [-0.1193, -1.1183, 4.9990], [-0.3412, -3.2467, 4.6675], [-0.6850, -2.7761, 2.2020], [-0.1481, 2.1360, 3.9015], [-0.7952, 2.4755, 6.1639], [-0.7532, 0.6496, 7.8317], [-0.3453, -1.7440, 7.0444]]}

---

{"formula": "C32H44Cl2NO2P3W", "method": "the ωB97M-V functional and the def2-TZVPD basis", "total_energy_ha": -3461.8868, "s2": 2.031, "orbital_gap_ev": [6.68, 5.30], "multiplicity": 3, "charge": 2, "symbols": ["P", "C", "C", "H", "C", "H", "C", "H", "C", "H", "C", "H", "C", "C", "H", "C", "H", "C", "H", "C", "H", "C", "H", "C", "C", "H", "C", "H", "C", "H", "C", "H", "C", "H", "W", "C", "C", "H", "C", "O", "H", "C", "H", "C", "Cl", "Cl", "P", "C", "H", "H", "H", "C", "H", "H", "H", "C", "H", "H", "H", "P", "C", "C", "H", "H", "H", "H", "H", "H", "C", "H", "H", "H", "H", "C", "N", "C", "C", "O", "H", "H", "H", "H", "H", "H", "H"], "xyz": [[1.5113, 1.6531, -5.4201], [3.1955, 1.6421, -4.9291], [3.9154, 1.0154, -6.0052], [3.3887, 0.3229, -6.6928], [5.2315, 1.4148, -6.2432], [5.7714, 1.0282, -7.1180], [5.8506, 2.3159, -5.3409], [6.8868, 2.6178, -5.5345], [5.1869, 2.7717, -4.1828], [5.7261, 3.4233, -3.4824], [3.8555, 2.4260, -3.9268], [3.2994, 2.7512, -3.0320], [0.6806, 0.0422, -5.5880], [1.2556, -1.2505, -5.3330], [2.2200, -1.3084, -4.7857], [0.6109, -2.3828, -5.8544], [1.0537, -3.3745, -5.6929], [-0.5760, -2.2342, -6.6259], [-1.0493, -3.1253, -7.0519], [-1.1867, -0.9717, -6.7995], [-2.1056, -0.8461, -7.4280], [-0.6030, 0.1527, -6.2267], [-1.0457, 1.1710, -6.3555], [0.4233, 2.9889, -4.8803], [0.4739, 3.6914, -6.1269], [1.1391, 3.2952, -6.9254], [-0.3316, 4.8061, -6.3639], [-0.3207, 5.3015, -7.3491], [-1.1552, 5.2689, -5.3083], [-1.7985, 6.1507, -5.4758], [-1.1634, 4.6234, -4.0566], [-1.7856, 5.0018, -3.2288], [-0.3879, 3.4727, -3.8109], [-0.3425, 3.0319, -2.8076], [0.1394, -0.6000, -0.0896], [-1.6971, -1.4615, -0.6233], [-2.3395, -1.1430, -1.7717], [-2.0327, -2.3386, -0.0758], [-1.6138, -0.1015, -2.6320], [-2.6243, 1.0233, -2.7852], [-2.1252, 1.7323, -3.2732], [-0.4892, 0.3309, -1.8212], [-1.3791, -0.4948, -3.6739], [0.0268, 1.1591, -0.9002], [-0.6357, -0.6534, 2.0575], [2.4025, 0.2090, 0.3598], [1.4871, -2.5055, -0.8331], [2.2665, -2.9388, 0.7279], [1.5354, -3.0840, 1.5271], [2.9848, -2.1917, 1.0785], [2.8008, -3.8770, 0.5750], [0.5035, -3.8902, -1.3194], [0.0362, -3.7307, -2.2917], [-0.2652, -4.1143, -0.5795], [1.1729, -4.7451, -1.3861], [2.7748, -2.2789, -2.0637], [3.3097, -1.3262, -1.9731], [2.3319, -2.3658, -3.0604], [3.5030, -3.0891, -1.9596], [-3.9052, -1.8707, -2.2969], [-4.2983, -2.9907, -0.9941], [-3.5975, -2.6831, -3.8530], [-4.3947, -2.4272, -0.0645], [-3.5145, -3.7385, -0.8627], [-5.2381, -3.5065, -1.1852], [-3.0822, -2.0507, -4.5793], [-4.5104, -3.0115, -4.3517], [-2.9938, -3.5864, -3.7510], [-5.1187, -0.6221, -2.5505], [-5.4732, -0.2533, -1.5911], [-5.9832, -0.9994, -3.0932], [-4.6771, 0.2087, -3.0974], [0.8033, 1.9072, -1.1893], [0.2024, 2.9908, 2.1871], [-0.9978, 3.8082, 2.0616], [-1.6371, 4.2946, 3.2752], [-1.4617, 4.1958, 0.8469], [-0.9340, 3.9710, -0.2395], [0.9155, 3.5078, 2.8462], [0.6341, 2.8070, 1.1982], [-0.0609, 2.0341, 2.6599], [-1.6755, 5.3981, 3.2715], [-2.6743, 3.9220, 3.3398], [-1.0571, 3.9430, 4.1390], [-2.4006, 4.7763, 0.9232]]}

---

{"formula": "C32H44F2N5O2RuSi2Te", "method": "the ωB97M-V functional and the def2-TZVPD basis", "total_energy_ha": -2811.7487, "s2": 0.755, "orbital_gap_ev": [6.76, 6.51], "multiplicity": 2, "e_above_lowest_kcal_mol": 0.0, "symbols": ["Ru", "C", "C", "O", "C", "C", "C", "N", "N", "C", "O", "C", "C", "C", "C", "C", "C", "H", "H", "H", "H", "H", "H", "H", "H", "H", "H", "H", "H", "C", "Si", "C", "C", "C", "Te", "C", "Si", "C", "C", "C", "H", "H", "H", "H", "H", "H", "H", "H", "H", "H", "H", "H", "H", "H", "H", "H", "H", "H", "H", "H", "H", "H", "C", "C", "N", "C", "C", "C", "C", "C", "C", "C", "C", "N", "C", "N", "H", "H", "H", "H", "H", "H", "H", "H", "H", "F", "C", "F", "H"], "xyz": [[0.1232, 0.2656, 1.1663], [2.5731, -3.2170, 1.0786], [1.3405, -2.3647, 1.1903], [1.5546, -1.1032, 0.9206], [0.1533, -2.9458, 1.5544], [-1.1115, -2.3252, 1.8247], [-2.2638, -3.1764, 2.2716], [-1.2674, -1.0467, 1.7059], [-2.5150, -0.4985, 1.9881], [-2.5263, 0.7746, 1.7497], [-1.5048, 1.4494, 1.2636], [-3.7815, 1.5281, 1.9861], [-4.9083, 0.8946, 2.5070], [-6.0793, 1.6063, 2.7031], [-6.1391, 2.9577, 2.3820], [-5.0196, 3.5922, 1.8649], [-3.8446, 2.8813, 1.6696], [3.2046, -2.8531, 0.2683], [3.1431, -3.1358, 2.0087], [2.3279, -4.2640, 0.9128], [0.1859, -4.0154, 1.7095], [-1.9837, -4.2270, 2.2822], [-2.5779, -2.8754, 3.2717], [-3.1226, -3.0324, 1.6157], [-4.8466, -0.1564, 2.7539], [-6.9498, 1.1080, 3.1101], [-7.0554, 3.5128, 2.5366], [-5.0613, 4.6440, 1.6120], [-2.9663, 3.3647, 1.2648], [2.3471, -2.7401, -4.4180], [1.8507, -1.1595, -3.5451], [3.2315, -0.5876, -2.4230], [1.4481, 0.1647, -4.8042], [0.3153, -1.5375, -2.5268], [-0.6130, 0.1387, -1.5877], [-2.5086, -0.8416, -1.3830], [-3.8245, -0.1413, -2.5272], [-5.4285, -1.0500, -2.2043], [-3.2747, -0.4023, -4.2997], [-4.0393, 1.6797, -2.1662], [3.2572, -2.5902, -5.0037], [1.5656, -3.0848, -5.0982], [2.5423, -3.5388, -3.6990], [4.1019, -0.2668, -2.9999], [3.5486, -1.3915, -1.7545], [2.9128, 0.2524, -1.8029], [2.2951, 0.3213, -5.4764], [1.2162, 1.1192, -4.3268], [0.5861, -0.1174, -5.4132], [0.5177, -2.2749, -1.7473], [-0.4519, -1.9424, -3.1926], [-2.8010, -0.7605, -0.3347], [-2.3062, -1.8964, -1.5812], [-5.3231, -2.1219, -2.3855], [-6.2303, -0.6790, -2.8467], [-5.7416, -0.9137, -1.1665], [-3.1515, -1.4649, -4.5236], [-2.3228, 0.0989, -4.4924], [-4.0103, 0.0001, -4.9996], [-4.3356, 1.8343, -1.1252], [-4.8137, 2.1138, -2.8029], [-3.1144, 2.2340, -2.3393], [1.9972, 4.1373, 0.5109], [1.1083, 3.0944, 0.6845], [1.5139, 1.8182, 0.7111], [2.8116, 1.5467, 0.5724], [3.7792, 2.5357, 0.4166], [3.3462, 3.8561, 0.3753], [5.2040, 2.1886, 0.2517], [5.8715, 1.2001, 0.8464], [5.3927, 0.2634, 1.8843], [4.6018, 0.6273, 2.9693], [4.2380, -0.3736, 3.8511], [4.6384, -1.6353, 3.7024], [5.4228, -1.8691, 2.6572], [5.8222, -0.9939, 1.7449], [1.6325, 5.1545, 0.4883], [0.0458, 3.2524, 0.8182], [3.0686, 0.4948, 0.5805], [4.0636, 4.6565, 0.2393], [5.7507, 2.7912, -0.4659], [6.8893, 1.0077, 0.5268], [4.2823, 1.6491, 3.1193], [3.5955, -0.1670, 4.6998], [5.7764, -2.8871, 2.5344], [0.6486, -0.7483, 3.8250], [0.6197, 0.4515, 3.1494], [-0.2630, 1.2559, 3.8355], [1.6154, 0.8967, 3.2956]]}